[1]
The following is a DFT calculation (wB97M-V/def2-TZVPD) of 23 unconnected molecules or ions with the total composition C33H112O23 at a distorted geometry.

* spin multiplicity: 1
* E_tot: -83122.267 eV
* molar mass: 877.24 g/mol
* E_HOMO: -9.2 eV
* Kohn-Sham gap: 9.51 eV

Geometry (Å):
C -4.1364 1.3212 2.5967
C -2.6633 1.2695 2.2503
O -1.9284 1.9696 3.2262
H -4.7147 2.2382 2.4839
H -4.2621 1.0291 3.6393
H -4.6787 0.6030 1.9817
H -2.4089 1.6950 1.2796
H -2.3308 0.2323 2.2068
H -1.0095 1.9214 2.9527
C -3.8552 -4.2372 -2.0436
C -5.2000 -3.5541 -2.2249
O -5.2381 -2.4917 -1.3104
H -3.7311 -5.1113 -2.6829
H -3.6484 -4.5268 -1.0133
H -3.0618 -3.6039 -2.4405
H -6.0310 -4.2359 -2.0443
H -5.2620 -3.1248 -3.2249
H -4.3889 -2.0441 -1.2968
C -0.9049 0.1904 -7.4905
C -1.8502 0.8162 -6.4568
O -1.1256 1.3365 -5.4207
H -1.3997 -0.4058 -8.2571
H -0.2247 -0.4991 -6.9906
H -0.3079 0.9149 -8.0443
H -2.5214 0.0509 -6.0670
H -2.5073 1.5535 -6.9181
H -1.6484 1.9770 -4.9329
C -1.4491 5.0505 1.5697
C -2.4285 6.1132 1.9975
O -1.8837 7.4239 1.7283
H -0.5922 5.0701 2.2430
H -1.0513 5.2017 0.5662
H -1.9046 4.0626 1.6387
H -2.7213 5.9962 3.0409
H -3.3368 6.0234 1.4017
H -2.4042 8.0459 2.2419
C 3.3749 -2.0902 2.0721
C 2.3926 -1.4599 3.0485
O 2.7521 -1.8008 4.3829
H 4.3777 -1.6937 2.2308
H 3.0616 -1.7494 1.0853
H 3.3050 -3.1779 2.0568
H 1.3774 -1.8116 2.8652
H 2.3413 -0.3720 3.0033
H 2.1079 -1.4148 4.9809
C -3.4132 3.3710 7.4661
C -3.3677 2.9006 5.9882
O -2.6002 3.8055 5.2030
H -3.8209 4.3812 7.5040
H -2.3798 3.4578 7.8018
H -3.9122 2.7155 8.1798
H -4.3493 2.7876 5.5279
H -2.9198 1.9071 6.0092
H -2.3411 3.2551 4.4603
C 1.6854 4.4636 -0.7181
C 2.6014 3.2840 -1.0224
O 2.5311 2.3657 0.0711
H 0.6416 4.1926 -0.5598
H 1.6557 5.1776 -1.5412
H 2.1189 5.0636 0.0820
H 3.6150 3.6706 -1.1278
H 2.3184 2.7841 -1.9488
H 3.0210 1.5677 -0.1407
C -2.7742 -3.0032 2.0579
C -1.4097 -2.8719 2.5951
O -0.4745 -3.1647 1.6406
H -2.9176 -3.9760 1.5877
H -3.0361 -2.2545 1.3103
H -3.4510 -3.0820 2.9087
H -1.1583 -3.6128 3.3540
H -1.3052 -1.8391 2.9275
H -0.0959 -4.0420 1.7341
C 4.8091 -4.0274 -0.9193
C 3.4062 -4.5109 -1.1883
O 3.1603 -5.5676 -0.2935
H 5.0494 -3.0967 -1.4332
H 5.5754 -4.7528 -1.1925
H 4.9241 -3.8516 0.1503
H 3.3177 -4.8858 -2.2080
H 2.7263 -3.6825 -0.9893
H 3.9975 -5.7216 0.1503
C -0.2682 -5.1921 -1.7419
C -0.6562 -6.6180 -1.3898
O -1.9008 -6.9660 -1.8672
H 0.7014 -4.9324 -1.3169
H -1.0105 -4.5293 -1.2973
H -0.3098 -5.0497 -2.8218
H -0.7563 -6.7433 -0.3116
H 0.1634 -7.2537 -1.7248
H -2.0258 -6.7146 -2.7852
C -1.3683 -3.3338 -5.3265
O -1.8511 -4.4344 -6.0491
H -1.0968 -2.5564 -6.0407
H -2.1223 -2.9227 -4.6552
H -0.4201 -3.5630 -4.8401
H -2.4433 -4.1448 -6.7469
C -0.3214 0.0974 5.5075
O 0.5500 -0.9516 5.8535
H -1.2941 -0.3173 5.2429
H -0.3578 0.8465 6.2984
H 0.0182 0.6619 4.6391
H -0.0239 -1.6375 6.2025
C 1.3316 3.3720 3.1283
O 0.8537 2.3063 2.2684
H 2.2634 2.9663 3.5221
H 1.4397 4.3802 2.7284
H 0.6051 3.4677 3.9352
H 1.4504 2.2305 1.5202
C -4.3675 3.7243 -0.5115
O -4.1798 3.9292 -1.8973
H -5.4207 3.4608 -0.4143
H -3.8318 2.8634 -0.1116
H -4.2307 4.6382 0.0666
H -4.6598 4.7045 -2.1974
C -0.9198 3.8705 -3.0221
O -2.0116 3.2328 -3.5338
H -1.1953 4.3116 -2.0641
H -0.1503 3.1216 -2.8348
H -0.5691 4.6138 -3.7380
H -2.7725 3.5252 -3.0268
C 0.1136 0.2631 -0.0793
O -0.4735 -0.9776 -0.3848
H 0.3381 0.8039 -0.9986
H -0.5403 0.9439 0.4658
H 1.0144 0.1318 0.5202
H -0.3443 -1.6226 0.3145
C 5.3355 3.7692 1.4287
O 6.3735 3.8164 2.3795
H 4.3984 4.0607 1.9031
H 5.4350 4.4343 0.5709
H 5.2436 2.7260 1.1264
H 6.2014 3.1707 3.0687
C 5.8725 0.8672 3.6786
O 5.9842 2.0302 4.4611
H 4.9150 0.4232 3.4065
H 6.3908 0.9589 2.7241
H 6.4483 0.1267 4.2339
H 5.4605 1.8782 5.2512
C 1.9098 -5.8939 2.7392
O 1.0946 -5.6885 1.6271
H 2.5805 -5.0361 2.7875
H 1.3461 -5.9645 3.6695
H 2.4207 -6.8567 2.7297
H 1.7053 -5.7337 0.8878
C -2.9821 0.2541 -2.1475
O -2.8943 -1.0094 -1.5607
H -3.9704 0.4986 -2.5369
H -2.6965 1.0218 -1.4284
H -2.1856 0.3571 -2.8845
H -2.0258 -1.0557 -1.1543
C 1.9520 2.1755 -6.1917
O 1.4836 0.9526 -5.6341
H 1.7950 2.3610 -7.2543
H 1.6467 3.0073 -5.5568
H 3.0229 1.9873 -6.1149
H 0.5491 1.1319 -5.5070
C 3.8639 -0.3310 -1.4067
O 4.3834 0.1639 -0.1840
H 2.9491 0.2154 -1.6365
H 4.5720 -0.1756 -2.2207
H 3.5245 -1.3637 -1.3258
H 5.1315 -0.3972 0.0333
C 1.1513 -1.2446 -3.3571
O 2.2374 -1.4309 -4.2741
H 0.9670 -0.2125 -3.0587
H 0.2575 -1.4993 -3.9266
H 1.2448 -1.8252 -2.4394
H 2.2507 -0.5854 -4.7286

Force components x, y, z for each atom (eV/Å):
-0.5 -0.6 -0.1
-0.4 0.3 -0.2
0.1 0.0 0.5
0.7 0.5 -0.1
0.0 -0.2 0.0
0.1 -0.2 0.0
-0.4 0.1 -0.3
-0.1 -0.3 0.1
0.7 0.2 -0.1
0.3 -0.6 -1.1
1.2 0.2 0.3
-1.4 0.3 0.8
-0.4 -0.4 0.1
-0.1 0.1 0.0
0.1 0.4 0.5
-0.1 0.2 0.1
-0.2 -0.3 -0.4
0.5 0.2 -0.2
-0.1 -0.2 0.0
-0.9 -1.3 -1.8
1.1 0.8 1.0
-0.5 0.1 0.1
0.1 0.1 0.1
0.0 0.2 0.3
-0.1 -0.4 0.0
0.1 0.3 -0.2
-0.1 0.4 0.6
0.4 0.1 0.4
-0.2 0.5 -0.8
0.0 -0.6 0.4
0.0 -0.1 0.0
-0.3 0.1 -0.1
0.0 0.0 0.0
0.2 0.0 0.1
-0.3 -0.1 0.0
0.0 0.2 0.0
-0.8 0.8 -0.3
-0.1 -0.3 0.9
0.8 -0.4 -0.3
0.1 -0.4 0.2
0.1 0.0 -0.2
0.3 0.1 0.3
-0.1 -0.2 -0.3
0.3 0.3 -0.6
-0.4 0.1 0.2
0.5 0.5 -1.0
-0.1 0.0 1.2
-0.2 -0.2 0.7
-0.2 -0.1 0.2
0.1 0.0 0.0
-0.3 -0.1 -0.4
-0.3 0.1 0.2
0.2 -0.2 -0.3
0.3 0.0 -0.7
0.3 0.3 -0.5
-0.4 0.4 0.3
-0.3 0.3 -0.1
0.2 -0.2 0.4
0.2 -0.2 -0.4
-0.4 -0.3 0.4
0.2 -0.1 -0.1
-0.1 -0.1 -0.1
0.4 -0.1 0.2
-1.4 -1.3 0.1
0.1 -0.5 0.8
1.9 0.9 -2.5
0.2 -0.1 -0.3
-0.1 0.2 0.3
-0.5 0.7 -0.1
-0.8 0.5 1.0
0.5 0.1 0.4
0.2 -0.4 -0.1
0.6 0.5 -0.1
0.8 0.5 -0.2
-0.4 -0.7 0.5
-0.1 0.0 -0.1
-0.1 -0.2 -0.2
0.0 0.2 0.2
-0.3 0.2 -0.1
-0.3 -0.1 -0.2
-0.1 -0.3 0.2
-0.7 0.1 0.6
1.1 0.7 0.6
-1.3 -0.7 -0.5
0.1 0.0 -0.3
0.0 0.2 0.0
0.3 0.1 -0.1
0.3 0.1 0.1
-0.1 -0.6 -0.2
0.2 0.1 -0.1
0.2 0.9 -0.8
0.0 -1.0 0.0
0.0 0.4 0.0
0.1 -0.1 0.4
-0.3 -0.4 0.3
0.0 0.1 0.1
-0.3 0.8 -0.4
0.1 -0.3 0.1
-0.2 0.3 0.2
-0.4 -0.1 0.3
0.4 -0.4 -0.2
0.4 -0.3 0.1
-0.1 -1.4 0.4
-0.8 1.0 0.7
0.2 0.7 0.3
0.1 -0.3 -0.7
0.0 -0.1 0.1
0.4 0.1 -0.6
-1.8 0.1 0.2
1.1 -0.2 -0.7
-0.2 -0.1 0.5
0.5 0.3 -0.4
0.5 -0.1 0.1
-0.1 0.0 0.2
1.2 0.4 0.6
-1.6 -1.1 -1.1
0.4 0.4 0.1
0.4 0.1 0.0
0.3 0.3 0.2
-0.7 -0.2 0.1
0.2 0.5 0.2
-0.2 0.0 -0.5
0.3 -0.3 -0.2
-0.2 -0.2 0.3
0.1 0.0 -0.1
0.1 -0.4 0.5
-0.6 -0.8 0.8
0.8 1.0 -0.7
-0.4 0.0 0.0
0.7 -0.1 0.1
-0.4 0.0 -0.7
-0.2 0.1 0.3
1.4 -1.7 -0.2
-0.9 0.5 -0.3
-0.6 0.6 0.6
0.2 0.6 0.1
-0.2 -0.6 -0.3
0.0 0.2 0.1
0.3 0.1 0.9
-1.1 -0.2 -0.1
0.5 -0.3 0.5
-0.4 0.4 -0.1
0.4 0.0 -0.4
0.1 0.1 -0.8
1.0 0.8 0.1
-1.1 -0.5 -0.1
0.1 -0.4 -0.1
-0.3 0.3 0.4
-0.3 0.0 -0.7
0.6 -0.3 0.4
1.8 -0.9 0.7
-0.1 0.5 -0.6
-0.8 -0.2 0.0
0.1 0.2 -0.3
0.3 0.9 0.0
-0.9 -0.5 0.3
-0.5 0.1 -0.3
0.0 -0.1 0.0
0.1 0.2 -0.1
-0.1 -0.3 -0.1
0.3 -0.2 -0.1
0.1 0.1 0.3
-0.5 -0.2 -0.8
0.0 0.2 1.3
0.5 0.3 0.0
-0.4 -0.4 0.5
0.1 -0.3 -0.3
0.2 0.3 -0.7

These are the Löwdin partial charges, in e, on atoms 1 to 5: -0.058, -0.298, -0.105, 0.075, 0.072

***

[2]
The following is a DFT calculation (wB97M-V/def2-TZVPD) of 2 unconnected molecules or ions with the total composition C33H18BF11 at a distorted geometry.

* spin multiplicity: 1
* E_tot: -65078.813 eV
* molar mass: 634.30 g/mol
* E_HOMO: -7.9 eV
* Kohn-Sham gap: 4.21 eV

Geometry (Å):
F -3.6918 5.3274 0.1979
C -3.1310 4.0928 0.4215
C -3.1878 3.5521 1.7000
C -2.6770 2.2735 1.9014
F -2.7710 1.7806 3.1813
C -2.1311 1.4869 0.8726
B -1.6444 -0.0572 0.9805
C -1.9062 -0.7672 2.4054
C -0.9189 -1.1508 3.3159
F 0.4175 -0.9909 2.9806
C -1.1728 -1.7279 4.5584
C -2.4999 -2.0061 4.8858
F -2.7937 -2.5371 6.1257
C -3.5395 -1.7122 4.0015
C -3.2100 -1.0908 2.8055
F -4.2705 -0.7136 2.0160
C -2.4053 -1.0075 -0.1002
C -1.9074 -2.2924 -0.3557
F -0.7405 -2.6938 0.2659
C -2.5209 -3.2257 -1.1923
C -3.7250 -2.8654 -1.7928
F -4.3662 -3.7501 -2.6320
C -4.2977 -1.6175 -1.5651
C -3.6252 -0.7260 -0.7352
F -4.2899 0.4576 -0.5216
H -0.4146 -0.0123 0.7460
C -2.0553 2.1304 -0.3724
F -1.5206 1.4474 -1.4415
C -2.5449 3.4031 -0.6381
H -3.6260 4.0876 2.5361
H -0.3520 -1.9191 5.2495
H -4.5823 -1.9264 4.2329
H -2.0686 -4.1971 -1.3705
H -5.2433 -1.3154 -2.0075
H -2.4909 3.8383 -1.6290
F 5.6089 3.5563 0.8849
C 4.5697 2.7916 1.3619
C 4.1761 2.9556 2.6918
C 3.1128 2.1534 3.1327
C 2.4116 1.3467 2.2499
C 2.7923 1.2196 0.8833
C 2.1003 0.3921 -0.0581
C 2.6370 0.0809 -1.3063
C 2.3169 -1.0256 -2.0704
C 2.9235 -1.3085 -3.3351
C 3.9520 -0.4539 -3.8384
C 4.3696 -0.6378 -5.1466
F 5.3483 0.2073 -5.6071
C 3.8764 -1.6347 -5.9877
C 2.9279 -2.5261 -5.4599
C 2.4753 -2.3817 -4.1546
C 3.9419 1.9540 0.4602
H 4.6773 3.6779 3.3289
H 2.8255 2.2131 4.1858
H 1.5554 0.7749 2.5988
H 1.1546 -0.0819 0.1947
H 3.3853 0.7462 -1.7359
H 1.5538 -1.7004 -1.6599
H 4.3949 0.3258 -3.2176
H 4.2243 -1.6924 -7.0170
H 2.5494 -3.3275 -6.0933
H 1.7507 -3.0903 -3.7410
H 4.2927 1.8902 -0.5711

Force components x, y, z for each atom (eV/Å):
0.5 -0.8 0.1
-0.1 -0.1 0.1
0.0 0.1 0.0
0.1 -0.2 -0.7
0.1 0.4 -0.9
0.0 0.3 0.2
0.6 0.2 -0.2
0.1 -0.1 0.4
-0.6 -0.2 -0.2
-0.8 0.1 0.3
-0.1 -0.1 0.2
0.0 0.2 0.0
0.3 0.4 -1.2
0.1 -0.2 0.3
0.1 0.2 0.3
0.9 -0.3 0.6
0.1 -0.1 -0.2
-0.5 0.3 -0.3
-0.7 0.3 -0.5
0.0 -0.1 -0.1
0.0 0.2 0.0
0.6 0.6 0.7
0.1 -0.2 -0.1
0.0 -0.4 0.1
0.7 -0.9 -0.2
-0.7 -0.3 0.1
-0.3 0.2 0.5
-0.2 0.4 0.7
-0.1 0.2 0.2
0.0 0.0 -0.2
-0.3 -0.1 -0.2
0.3 0.1 0.1
-0.1 0.1 0.1
0.2 -0.2 0.0
0.0 -0.1 0.1
-0.8 -0.6 0.5
0.6 0.7 -0.7
-0.4 -0.8 -0.6
0.3 0.5 0.2
-0.4 -0.5 -0.5
0.6 1.0 0.3
0.5 -0.7 0.1
0.2 0.2 -0.9
-0.7 0.4 1.2
0.8 -0.1 -1.2
-0.6 -0.6 -0.2
0.7 0.6 0.2
-0.8 -0.8 0.2
-0.3 0.1 0.5
0.4 0.3 -0.2
-0.1 0.3 0.6
-0.3 -0.1 0.3
0.0 -0.2 -0.1
-0.1 -0.1 -0.5
0.1 0.1 -0.1
0.0 -0.1 0.5
-0.1 -0.2 0.4
0.2 0.1 -0.3
-0.1 -0.3 -0.5
0.0 -0.1 0.3
0.1 0.2 0.2
0.2 0.3 -0.2
0.1 0.3 0.5

These are the natural (NBO) partial charges, in e, on atoms 1 to 5: -0.335, 0.408, -0.393, 0.502, -0.348

***

Q: Look up the E_HOMO of the first one.
A: -9.2 eV

***

Q: Which value of spin multiplicity does entry 1 give?
A: 1

***

Q: Which of these has the lowest E_HOMO?
A: C33H112O23

***

Q: Look up the E_HOMO of the first one.
A: -9.2 eV